1.
{"formula": "C16H34N3S", "method": "the ωB97M-V functional and the def2-TZVPD basis", "symbols": ["C", "C", "C", "C", "C", "C", "C", "C", "N", "C", "S", "N", "C", "C", "N", "C", "C", "C", "C", "C", "H", "H", "H", "H", "H", "H", "H", "H", "H", "H", "H", "H", "H", "H", "H", "H", "H", "H", "H", "H", "H", "H", "H", "H", "H", "H", "H", "H", "H", "H", "H", "H", "H", "H"], "xyz": [[-8.015522, -2.115247, 0.476840], [-6.736232, -1.672640, -0.466698], [-5.825704, -0.598539, 0.260617], [-4.857330, -0.320681, -0.511969], [-3.990302, 0.616429, 0.354046], [-2.742165, 1.221762, -0.789792], [-1.873747, 2.202935, -0.007495], [-0.635062, 2.656237, -0.793440], [0.152975, 1.846158, -1.219514], [1.019204, 1.087407, -0.623832], [1.913508, -0.505163, -1.346454], [1.462386, 1.508995, 0.754474], [2.132009, 0.624217, 1.805998], [3.825462, 0.948413, 1.468634], [4.246713, -0.018213, 0.624240], [4.580709, -1.396228, 0.965177], [4.856067, -2.254947, 0.079676], [6.138349, -1.687683, -0.829228], [5.731949, -0.357453, -1.219622], [5.419428, 0.674788, -0.473034], [-7.690841, -2.573856, 1.239726], [-8.509695, -2.744582, -0.260608], [-8.604557, -1.345795, 0.789436], [-7.394721, -1.115399, -1.319650], [-6.280486, -2.486448, -0.817012], [-6.513057, 0.150385, 0.564420], [-5.588095, -1.347500, 1.043298], [-4.086683, -1.252850, -0.828140], [-5.148572, 0.337466, -1.575088], [-3.371383, 0.200416, 1.083926], [-4.403422, 1.505450, 0.532494], [-2.191708, 0.183682, -0.944132], [-3.204321, 1.743893, -1.643349], [-2.550197, 3.105602, 0.657994], [-1.519254, 1.641374, 1.007138], [-1.200490, 3.304599, -1.581377], [-0.014301, 3.382889, -0.085915], [-0.002177, 1.292895, -2.129224], [0.937393, 2.212625, 0.936846], [1.938154, 0.821700, 2.728352], [1.910287, -0.457560, 1.657554], [4.243705, 0.657597, 2.314914], [3.921741, 1.894253, 1.507983], [3.496902, -0.025869, -0.182796], [3.756994, -1.900064, 1.604158], [5.447606, -1.340811, 1.734132], [5.193186, -3.347419, 0.220689], [4.135727, -2.438191, -0.702422], [6.390545, -2.499514, -1.654342], [7.049839, -1.646386, -0.311890], [6.676839, 0.188868, -1.958220], [4.875244, -0.505812, -1.975730], [5.222027, 1.512108, -0.616414], [6.275074, 0.431700, 0.454630]], "atomic_forces_ev_per_a": [[1.58, 1.32, -7.92], [-6.80, 5.73, 1.35], [-10.71, -8.26, 4.53], [11.64, 4.20, -7.91], [4.44, -0.41, -6.71], [-0.78, -2.14, 2.97], [-0.91, -0.68, 5.04], [-9.46, 13.58, 6.00], [8.11, -12.51, -8.42], [4.92, -2.94, 4.54], [-2.32, 3.58, 1.04], [2.28, -7.43, -4.82], [3.45, -0.12, -8.42], [-6.64, -6.57, 3.83], [0.18, 1.01, -9.00], [-2.55, 5.73, 13.67], [6.47, -8.78, -12.59], [-1.40, -3.65, 0.24], [2.12, -2.08, -12.47], [4.58, -12.54, 14.11], [2.27, -3.96, 5.71], [-0.66, -0.31, 0.70], [-1.59, 2.41, 0.42], [2.12, -1.30, 1.28], [2.08, -3.09, -1.40], [-0.18, 0.93, 0.62], [0.56, 1.34, 0.73], [-2.40, 2.27, 0.56], [0.69, -2.09, 2.87], [0.35, -0.83, 1.47], [-2.21, 3.15, 1.53], [-0.86, 2.42, -0.53], [0.13, -0.83, 0.05], [2.07, -2.16, -2.82], [-0.46, 0.87, -2.29], [1.85, -0.77, 0.80], [-1.56, -0.57, -1.40], [-0.22, 1.55, 1.16], [-3.93, 5.61, 2.90], [-1.58, 2.09, 5.55], [0.18, 0.89, -0.39], [1.98, -0.90, 4.72], [1.05, 6.82, -1.82], [0.35, -0.96, 0.91], [0.51, 1.60, -0.41], [-1.11, 0.28, -0.87], [-0.72, 1.84, 1.27], [-0.82, 0.28, -0.18], [-0.97, 2.21, 1.14], [1.21, -0.05, 1.55], [-2.49, -1.58, 1.63], [1.12, 0.21, 0.37], [-3.45, 13.26, -2.79], [-1.53, 2.33, -2.10]], "mulliken_charge": [-1.54, -0.71, -0.55, -0.21, -1.14, -0.56, -0.01, -1.41, 0.31, 0.04, -0.40, 0.00, -0.95, -1.22, 0.64, -0.23, -0.69, -1.09, -0.14, -1.01, 0.55, 0.38, 0.42, 0.30, 0.58, 0.36, 0.22, 0.18, 0.19, 0.46, 0.49, 0.20, 0.35, 0.32, 0.15, 0.41, 0.30, 0.39, 0.15, 0.71, 0.30, 0.50, 0.84, -0.56, 0.16, 0.37, 0.37, 0.24, 0.33, 0.41, 0.26, 0.22, 0.95, 0.35], "orbital_gap_ev": 8.93, "e_above_lowest_ev": 19.993, "charge": 1, "fmax_ev_per_a": 19.43, "smiles": "CCCCCCCCNC(=S)NCC[NH+]1CCCCC1", "lumo_ev": -2.36}

***

2.
{"formula": "CH2O2S", "method": "the ωB97M-V functional and the def2-TZVPD basis", "symbols": ["C", "O", "O", "S", "H", "H"], "xyz": [[1.742356, -0.421454, -0.335252], [2.627461, 0.261099, -0.024831], [-1.997279, -0.099003, -0.024987], [-1.074327, 1.286725, -0.298228], [1.306615, -1.251760, 0.092651], [-2.604828, 0.224394, 0.590646]], "atomic_forces_ev_per_a": [[-0.03, 1.98, -2.26], [0.98, 0.43, 0.69], [2.33, 0.76, -1.75], [-0.47, -1.10, -0.06], [-0.95, -2.41, 1.61], [-1.85, 0.34, 1.78]], "mulliken_charge": [-0.02, -0.27, -0.39, 0.04, 0.29, 0.35], "orbital_gap_ev": [9.99, 5.90], "e_above_lowest_ev": 4.596, "fmax_ev_per_a": 3.05, "lumo_ev": [0.26, -1.91]}

***

3.
{"formula": "C52H37BeF9NO2P2S", "method": "the ωB97M-V functional and the def2-TZVPD basis", "symbols": ["Be", "O", "C", "O", "C", "C", "C", "C", "C", "C", "P", "C", "C", "C", "C", "C", "C", "C", "C", "C", "C", "C", "C", "H", "H", "H", "H", "H", "H", "H", "H", "H", "H", "H", "H", "H", "H", "F", "C", "F", "F", "C", "C", "C", "C", "C", "C", "P", "C", "C", "C", "C", "C", "C", "C", "F", "F", "F", "C", "C", "C", "C", "C", "C", "C", "F", "F", "F", "H", "H", "H", "H", "H", "H", "H", "H", "H", "H", "H", "H", "N", "S", "C", "C", "C", "C", "C", "C", "C", "C", "C", "C", "C", "C", "H", "H", "H", "H", "H", "H", "H", "H", "H", "H", "H"], "xyz": [[0.745900, -0.511191, -0.873421], [3.143559, -2.741380, 0.291065], [2.173889, -2.614349, -0.443268], [1.822389, -1.528515, -1.098064], [1.375362, -3.878906, -0.709008], [2.082560, -5.072137, -0.490493], [1.586510, -6.259860, -0.976302], [0.273698, -6.347590, -1.364499], [-0.515703, -5.224666, -1.412522], [0.001457, -3.971329, -1.077583], [-1.023476, -2.431797, -1.088979], [-2.074275, -2.480550, -2.603985], [-1.553106, -1.945371, -3.789539], [-2.331800, -1.899639, -4.937311], [-3.608744, -2.505868, -4.965340], [-4.085956, -3.161070, -3.861475], [-3.260287, -3.277439, -2.699308], [-2.356834, -2.710233, 0.145554], [-2.474026, -3.888376, 0.873247], [-3.575483, -4.002442, 1.714485], [-4.626372, -3.058117, 1.705026], [-4.548153, -1.954176, 0.879759], [-3.376650, -1.739772, 0.176088], [3.094334, -4.996062, -0.065776], [2.173654, -7.143629, -0.966184], [-0.196307, -7.279150, -1.629357], [-1.563241, -5.309594, -1.660995], [-0.589581, -1.526870, -3.850086], [-1.985688, -1.443281, -5.865905], [-4.155018, -2.441465, -5.909401], [-5.074719, -3.698846, -3.856870], [-3.562326, -4.013494, -1.894171], [-1.720303, -4.652203, 0.741395], [-3.695961, -4.822625, 2.404490], [-5.477263, -3.253030, 2.421379], [-5.305674, -1.201507, 0.898792], [-3.169229, -0.799181, -0.316671], [1.159329, -3.798454, 7.047762], [1.968424, -2.700364, 7.036196], [3.282437, -3.104984, 7.181367], [1.700354, -1.860992, 8.132697], [1.783737, -1.934148, 5.732052], [1.018674, -0.764598, 5.668384], [0.758590, -0.116736, 4.450346], [1.316538, -0.613825, 3.287070], [2.195803, -1.729319, 3.354049], [2.395481, -2.388933, 4.544743], [1.087798, 0.095129, 1.642029], [2.496623, 1.231715, 1.697404], [2.627094, 2.256875, 2.640189], [3.735734, 3.101393, 2.608046], [4.755919, 2.897470, 1.689513], [4.680349, 1.725288, 0.890608], [3.556160, 0.935573, 0.873350], [5.985301, 3.713734, 1.699146], [5.734034, 5.033083, 1.364240], [6.516989, 3.710527, 3.001705], [6.929296, 3.158699, 0.856725], [-0.329515, 1.104583, 1.815570], [-1.550026, 0.624164, 2.323312], [-2.696552, 1.433111, 2.306183], [-2.635513, 2.728007, 1.719569], [-1.431910, 3.176321, 1.200037], [-0.288295, 2.405804, 1.340584], [-3.882420, 3.501807, 1.648548], [-4.948186, 2.644046, 1.526409], [-4.082070, 4.261364, 2.771029], [-3.832225, 4.393786, 0.593216], [0.734290, -0.350972, 6.639288], [0.112822, 0.784485, 4.431430], [2.693474, -1.979936, 2.422671], [3.011639, -3.264747, 4.657237], [1.792106, 2.519777, 3.265408], [3.760446, 3.883647, 3.349033], [5.510140, 1.397171, 0.294568], [3.466482, 0.040644, 0.202601], [-1.658035, -0.360894, 2.828077], [-3.620099, 1.008801, 2.769714], [-1.273901, 4.141874, 0.721595], [0.648331, 2.920740, 0.988293], [0.038277, 0.779259, -1.636157], [0.319332, 1.415737, -3.169962], [-1.136969, 2.285387, -3.710265], [-0.906473, 3.245948, -4.685008], [-1.948495, 4.038878, -5.157747], [-3.260882, 3.761394, -4.726133], [-3.493841, 2.791529, -3.751377], [-2.420639, 2.085801, -3.202549], [1.418296, 2.713475, -2.735933], [2.754707, 2.274032, -2.628547], [3.737521, 3.171604, -2.293426], [3.398049, 4.521542, -2.078132], [2.071449, 4.930556, -2.147797], [1.087177, 4.073557, -2.628870], [-0.527971, 1.432878, -1.050443], [0.097300, 3.412876, -5.089521], [-1.784411, 4.791707, -5.917656], [-4.068830, 4.401453, -5.159099], [-4.457043, 2.603348, -3.309504], [-2.617308, 1.354490, -2.447177], [3.016965, 1.255315, -2.842043], [4.788913, 2.948559, -2.265764], [4.167845, 5.211907, -1.771283], [1.905681, 5.984676, -1.934725], [0.068532, 4.439076, -2.717620]], "atomic_forces_ev_per_a": [[-0.78, -0.73, -0.05], [-0.68, 1.28, -0.62], [0.33, -1.24, 0.49], [0.61, 0.30, -0.05], [-0.98, -0.38, 0.50], [0.88, 0.83, -0.73], [-0.17, -0.08, 0.79], [-0.69, -0.10, -0.55], [-0.28, 0.83, 0.45], [0.82, 0.66, -0.29], [-0.23, 0.05, 0.25], [-0.08, -2.04, -0.45], [-1.72, 0.28, -0.18], [-0.74, -0.69, -0.28], [0.82, 1.04, -0.72], [-0.14, -1.54, 1.60], [-0.29, 0.59, -0.10], [-0.11, 0.00, -0.51], [-0.39, 0.64, 0.03], [-0.93, 0.28, 0.18], [0.01, -1.41, 1.00], [0.61, 0.26, 0.44], [0.84, -0.35, 0.12], [-0.56, -0.09, -0.39], [0.53, -0.60, 0.16], [0.21, -0.32, -0.14], [-0.08, -0.04, -0.13], [1.15, 0.58, 0.31], [0.17, -0.10, 0.37], [-0.10, -0.10, 0.47], [1.22, 0.61, -0.17], [0.25, 1.42, -0.77], [-0.07, -0.11, 0.43], [0.21, -0.30, -0.08], [0.93, 0.46, -1.11], [-0.45, 0.32, -0.09], [-0.34, 0.08, -0.28], [0.97, 1.17, 0.56], [0.70, 0.91, 0.46], [-1.84, 0.18, -0.06], [0.14, -1.85, -1.64], [-0.14, 0.65, -1.00], [0.45, -0.20, 0.75], [-0.41, 0.30, 0.54], [0.48, -1.50, 0.35], [-0.65, 0.88, -0.32], [-0.25, -0.16, 1.16], [0.81, -0.47, -0.17], [-0.15, 0.32, 0.53], [0.10, 0.45, -1.07], [-0.59, -0.14, 0.23], [-0.72, -2.26, -0.39], [0.59, 1.06, 0.27], [-0.30, -1.02, -0.91], [1.31, 0.40, 0.94], [0.77, -1.80, 0.26], [-0.50, 0.32, -2.22], [-0.99, 1.46, 1.12], [-1.27, 0.96, 0.60], [-0.78, 0.02, 0.43], [0.37, -0.07, 0.07], [0.44, -1.89, 0.28], [0.12, 0.35, 0.34], [0.71, 1.00, -1.02], [-0.84, 1.21, 0.01], [0.71, 1.42, -0.19], [-0.06, -0.76, -1.01], [-0.61, -1.14, 0.99], [-0.42, 0.04, -0.55], [0.51, -0.70, 0.11], [0.08, -0.54, 0.23], [0.28, -0.14, -0.45], [-0.04, -0.12, 0.44], [0.25, 0.32, -0.08], [0.32, 0.28, -0.24], [0.39, 0.94, 0.64], [0.36, 0.66, -0.68], [0.81, 0.71, -0.61], [-0.59, -0.07, 0.24], [-0.86, -1.04, 0.36], [-0.60, 0.57, -0.55], [-0.36, -0.96, 2.22], [-0.42, 0.31, 0.26], [0.26, 0.54, -0.76], [-0.75, -1.08, 0.22], [-0.09, 0.98, -0.33], [0.73, 0.31, 0.15], [0.30, 0.02, -0.66], [1.09, 1.15, -1.02], [-0.62, 0.33, -0.01], [-0.04, 1.62, -0.13], [-0.32, -1.11, 0.51], [0.83, 0.56, -0.64], [-0.04, -0.63, 1.40], [0.70, -0.49, -0.65], [-0.34, -0.11, 0.21], [0.12, -0.02, 0.11], [0.60, -0.87, 0.59], [-0.33, 0.09, -0.27], [0.07, -0.35, 0.38], [-0.04, -0.44, 0.02], [0.12, -0.56, 0.05], [0.05, 0.14, -0.06], [-0.47, -0.25, -0.14], [0.16, -0.18, -0.12]], "mulliken_charge": [-0.73, -0.68, 0.77, -0.14, 0.17, -0.99, -0.68, -0.67, -0.15, -0.03, 1.69, 0.43, -0.59, -0.63, -0.52, -0.70, -0.46, 0.63, -0.48, -0.74, -0.63, -0.84, -0.58, 0.45, 0.45, 0.45, 0.38, 0.57, 0.44, 0.39, 0.35, 0.27, 0.45, 0.43, 0.31, 0.53, 0.58, -0.22, 0.83, -0.25, -0.27, 0.06, -0.90, -0.23, 0.88, -0.84, -1.14, 1.53, -0.20, -0.13, -1.23, 0.28, -0.73, -0.06, 0.72, -0.24, -0.26, -0.27, 0.53, -0.90, -0.98, 0.15, -0.61, -0.79, 0.86, -0.25, -0.26, -0.27, 0.47, 0.32, 0.49, 0.46, 0.47, 0.49, 0.57, 0.15, 0.56, 0.37, 0.52, 0.09, 1.15, 0.25, 0.33, -0.60, -0.71, -0.46, -0.81, -0.21, 0.71, -0.58, -0.64, -0.57, -0.86, -0.27, 0.02, 0.61, 0.44, 0.36, 0.47, 0.74, 0.52, 0.46, 0.46, 0.46, 0.45], "orbital_gap_ev": 8.17, "e_above_lowest_ev": 0.444, "charge": 1, "fmax_ev_per_a": 2.48, "lumo_ev": -2.69}

***

- Number 1 is which compound?
  C16H34N3S